Entry 1:
Computed, not measured: a single C6H5ClP2 molecule in a non-equilibrium geometry, with ωB97M-V/def2-TZVPD.

```
14
Properties=species:S:1:pos:R:3
H 2.09 2.09 -0.13
H 2.74 0.53 1.29
C 1.47 1.17 -0.23
P -3.07 -1.07 0.23
C 1.79 0.24 0.80
H 0.16 1.53 -1.94
P -1.36 -1.63 -1.18
C 0.02 -1.09 0.09
C 0.50 0.93 -1.18
Cl -2.66 0.61 1.18
H 1.42 -1.64 1.72
C 1.12 -0.99 0.95
H -3.99 -0.45 -0.64
C -0.24 -0.22 -0.97
```

calculated total energy	-37400.791	eV
lowest unoccupied orbital energy	0.496	eV
F_max	0.050	Eh/bohr
orbital gap	8.84	eV
SMILES	Cl[PH]#P1c2ccccc21

Entry 2:
Computed, not measured: a molecular structure, C33H42IN5O6SiV, with ωB97M-V/def2-TZVPD.

```
89
Properties=species:S:1:pos:R:3
H 3.41 -1.35 1.55
H 2.64 -5.33 0.84
H -2.66 -1.76 -2.76
H 4.25 -2.16 -2.20
H -4.27 -0.01 0.37
H 1.42 0.21 -4.20
C -2.16 4.61 3.00
H 1.42 3.56 0.04
H -3.32 1.82 -1.02
H 4.32 1.96 -0.66
H 4.06 6.24 2.07
H 0.58 4.75 4.07
N -3.36 0.09 -0.05
H 2.57 -4.16 -1.32
H -0.21 0.66 -6.27
C 3.47 -0.30 1.85
O -0.03 1.00 1.06
C 3.38 0.55 0.63
C -2.52 2.99 5.21
H -0.14 -1.89 -5.69
O -3.29 -2.12 0.13
H 3.44 4.94 0.05
C 0.22 -1.94 2.94
V 0.45 -0.13 -0.40
H 0.37 -0.87 2.95
H 4.33 -1.92 -3.95
H -3.70 5.85 3.83
C 2.14 -4.37 0.76
O -1.42 -1.05 -0.46
C 2.82 4.90 0.94
C 2.35 5.57 3.19
C 1.29 -0.83 -4.49
C -1.39 3.46 3.13
H 2.61 -0.07 2.49
O 2.39 0.56 -0.08
C 1.66 -3.75 -3.69
H 0.55 -2.36 3.89
H 0.83 -4.20 -3.13
H -2.51 1.36 -5.72
C -3.10 4.95 3.95
C -1.57 2.66 4.25
C 1.67 4.12 0.93
O 0.85 1.40 3.08
H 1.38 -3.76 -4.75
H -0.96 1.77 4.39
C 0.19 1.73 2.11
H -2.04 -3.37 -0.98
H 4.75 2.10 1.08
I 0.28 1.89 -2.28
N 1.28 -1.64 -1.57
H -2.02 5.24 2.12
C -0.81 0.10 -5.55
H -4.02 4.40 5.82
C 0.93 -2.58 1.79
C -2.79 -0.22 -4.27
H -0.63 2.90 0.07
C -3.29 4.14 5.07
H -1.83 -3.47 0.78
H 1.96 -1.00 -5.35
C 1.54 -3.82 1.90
H -2.60 1.87 0.50
H 2.55 -4.38 -3.57
H 2.61 6.14 4.08
C 2.11 -3.72 -0.45
C -0.39 3.16 2.02
H -3.80 0.05 -4.00
O -1.11 3.32 0.81
C -0.18 -1.10 -4.92
N -2.79 1.32 -0.32
C -2.56 -3.35 -0.02
Si 1.96 -1.96 -3.15
N -0.93 -1.69 -3.82
H -2.65 2.36 6.08
C 3.16 5.63 2.07
H -0.86 -2.12 2.85
H 3.98 -0.55 -2.89
C 1.20 4.80 3.18
C 0.84 4.07 2.05
C -2.13 -1.27 -3.58
H 1.55 -4.33 2.85
H 5.43 0.78 0.12
H -3.31 -4.14 0.03
H 4.40 -0.12 2.39
C 1.46 -2.46 -0.52
C -2.07 0.49 -5.25
C -2.60 -1.01 -0.14
N 0.93 -1.93 0.62
C 4.54 1.41 0.25
C 3.80 -1.62 -3.04
```

calculated total energy	-96308.844	eV
2S+1	4
<S²>	3.80
lowest unoccupied orbital energy (alpha / beta)	-0.073 / -0.374	eV
F_max	0.014	Eh/bohr
orbital gap (alpha / beta)	7.05 / 7.44	eV
relative energy (zero: lowest compared OMol25 entry of this formula, charge and spin)	14.8	kcal per mole

Entry 3:
Computed, not measured: a molecular structure, C30H31InN6S8Si, with ωB97M-V/def2-TZVPD.

```
77
Properties=species:S:1:pos:R:3
H -2.35 -2.03 -4.18
C -3.11 1.20 -3.74
H -1.00 -0.20 -5.99
C 0.12 -1.65 2.06
C 5.02 2.77 1.81
H -2.01 -0.90 0.34
S -5.51 1.42 -0.89
S -3.51 0.27 1.01
N -0.56 0.78 -2.26
H -1.07 3.08 -3.71
S -7.51 1.41 -3.10
H 5.95 1.77 4.89
H -4.82 -4.84 -1.05
H -1.60 -2.19 -0.65
C -5.20 -3.86 -1.34
C 5.06 0.51 3.42
H 5.92 3.80 3.47
H -4.88 -3.65 -2.35
C 5.55 1.72 3.88
In 0.38 -0.06 -0.55
H 1.81 -2.03 4.97
S -4.50 -2.70 -0.15
N 4.02 -0.79 1.59
C -1.28 -3.52 1.55
H 4.15 1.51 0.31
C 4.55 0.43 2.13
C 4.21 -2.07 2.02
S 1.83 -1.89 -1.43
C -0.19 4.43 -2.30
H 5.08 -0.36 4.05
H 5.01 3.64 1.16
C -1.91 -1.58 -3.29
H 1.79 1.17 2.15
H 0.76 5.53 -0.69
H 2.56 0.25 4.31
H -0.31 1.34 -5.48
C 0.48 4.56 -1.08
H 0.82 3.56 1.76
C -0.81 -2.29 1.21
S 4.90 -2.70 3.38
C -0.51 0.32 -5.16
C 0.03 -3.55 3.57
H -2.63 -1.70 -2.47
C -0.55 3.20 -2.77
H -3.96 0.55 -3.96
C 0.81 3.43 -0.37
H -3.07 1.96 -4.53
S -6.31 -1.08 -2.03
H -2.00 -4.01 0.90
C 1.53 3.51 0.93
H -1.25 -5.13 2.98
H 2.16 4.40 0.97
C 5.53 2.86 3.09
C 4.53 1.57 1.32
H -0.99 -2.14 -3.05
C -0.25 2.06 -1.99
C 1.87 -0.32 3.71
H -6.29 -3.88 -1.28
C 2.93 -1.75 -0.08
C -0.85 -4.16 2.73
H 0.35 -4.02 4.49
C 0.54 -2.27 3.25
Si -1.54 0.22 -3.61
C 1.42 0.21 2.49
C -4.70 0.01 -0.23
N 0.60 -0.42 1.68
N -1.22 -1.56 0.06
C -6.50 0.64 -2.06
H 0.45 -0.18 -4.98
N 0.45 2.20 -0.83
H -3.31 1.71 -2.79
H -0.43 5.31 -2.87
N 3.28 -0.62 0.42
H 2.17 2.64 1.07
C 1.45 -1.57 4.07
S 3.48 -3.12 0.83
C -5.10 -1.16 -0.76
```

calculated total energy	-140291.082	eV
lowest unoccupied orbital energy	-1.084	eV
F_max	0.011	Eh/bohr
orbital gap	5.47	eV
relative energy (zero: lowest compared OMol25 entry of this formula, charge and spin)	19.6	kcal per mole

Entry 4:
Computed, not measured: a molecular structure, C5H6N2O in a non-equilibrium geometry, with ωB97M-V/def2-TZVPD.

```
14
Properties=species:S:1:pos:R:3
N 3.71 -1.33 -0.20
C 3.00 -0.40 -0.11
H -1.58 -0.92 -1.83
H 0.85 -1.36 -0.94
H 0.60 -0.28 1.68
C 2.00 0.72 0.01
H -1.80 -0.04 -0.38
C 0.17 -0.54 -0.65
C 2.72 1.80 0.15
N 0.68 0.51 -0.24
O 3.43 2.60 0.54
H -1.43 -1.82 -0.55
H -0.01 -0.11 2.15
C -1.24 -0.83 -0.87
```

calculated total energy	-10305.989	eV
lowest unoccupied orbital energy	-0.075	eV
F_max	0.080	Eh/bohr
orbital gap	9.25	eV
relative energy (zero: lowest compared OMol25 entry of this formula, charge and spin)	83.3	kcal per mole

Entry 5:
Computed, not measured: 2 unconnected molecules or ions with the total composition C4H11NO2 in a non-equilibrium geometry, with ωB97M-V/def2-TZVPD.

```
18
Properties=species:S:1:pos:R:3
H 0.74 -1.02 -1.37
H -2.47 -0.54 -1.63
C -0.90 -0.62 -0.04
H -1.19 0.24 0.54
H -1.90 -2.15 -1.22
H 1.94 0.09 0.18
O 1.97 -0.06 2.45
H -0.14 0.46 -1.78
H 1.85 2.55 0.33
H 1.36 0.50 2.96
H -2.91 -1.21 -0.11
N 1.22 0.62 -0.31
H -0.49 -1.32 0.69
C 0.25 -0.15 -0.99
H 1.40 -0.81 2.26
O 0.23 2.56 -0.89
C -2.08 -1.16 -0.82
C 1.11 2.02 -0.28
```

calculated total energy	-9902.402	eV
2S+1	2
<S²>	0.77
lowest unoccupied orbital energy (alpha / beta)	-3.733 / -8.894	eV
F_max	0.022	Eh/bohr
charge	+1
orbital gap (alpha / beta)	12.41 / 7.31	eV
relative energy (zero: lowest compared OMol25 entry of this formula, charge and spin)	13.7	kcal per mole

Entry 6:
Computed, not measured: a molecular structure, C19H62F3O17Y in a non-equilibrium geometry, with ωB97M-V/def2-TZVPD.

```
102
Properties=species:S:1:pos:R:3
C -0.82 -0.78 -0.62
O 4.77 7.87 -2.39
H -0.85 -1.15 -1.65
C -9.20 0.85 3.44
C -5.13 1.68 -3.40
H -6.31 -4.43 -4.23
H 0.68 -4.03 -5.90
H -1.01 -4.45 -6.44
H -6.55 -6.05 -5.05
H 9.80 2.28 -0.60
H -7.74 -0.24 2.84
H -4.90 0.64 -3.63
H -11.51 -3.90 0.42
C -5.25 -2.82 7.14
H 10.45 3.94 -0.99
H -6.64 1.64 -2.24
H -10.51 -5.41 0.71
C -0.61 4.04 -7.16
H 6.55 7.86 4.13
C -4.86 -8.31 3.90
H 7.97 0.95 3.15
Y 0.65 7.58 -3.51
O -0.37 1.11 4.62
O 9.42 1.02 4.42
H -2.44 -0.45 0.79
H -7.13 -7.00 -3.02
H -2.91 -1.13 -0.71
H -4.20 2.19 -3.64
H 6.54 7.15 -5.26
H 5.16 5.78 4.37
O -0.50 0.62 -0.58
H 6.59 5.70 3.25
O 11.85 2.42 -1.06
C 5.94 7.63 -3.22
F 3.03 1.02 -1.56
H 9.37 -5.85 0.71
H -9.87 0.38 2.71
H -5.74 -1.86 7.33
H 8.04 -4.23 0.29
C 8.06 0.76 4.22
H -7.86 -5.10 -4.41
H 1.31 2.29 5.02
H -5.81 -8.81 4.11
O -6.70 -6.14 -3.03
O -0.74 -2.49 -6.45
F 2.26 -0.88 -0.75
H 9.56 -3.24 -0.01
H -0.79 0.40 5.11
H -2.07 -2.13 0.57
H -5.89 1.98 -4.13
H -9.39 0.39 4.41
O -4.05 -2.74 6.33
H 7.39 1.50 4.67
C -10.62 -4.34 0.87
C 9.12 -4.16 0.38
C 2.07 0.51 -0.79
H 0.11 -4.00 -7.58
H -3.77 -3.61 6.04
H -5.01 -3.34 8.07
C 5.71 7.70 -4.82
O -7.88 0.71 2.96
C 5.66 6.20 3.49
C -2.12 -1.18 0.05
H 12.29 1.96 -0.34
H -0.12 -1.34 0.01
H -4.20 -9.10 3.54
H 1.42 0.59 5.54
H -4.25 -8.19 5.74
O 4.41 7.31 -5.30
H -8.82 -4.34 0.03
H 0.31 1.76 6.37
H 6.39 6.72 -2.84
O 0.53 2.50 -1.23
H -5.22 -7.61 3.15
H 7.83 -0.28 4.46
O -9.40 -3.73 0.49
C -0.16 -3.78 -6.55
H -5.97 -3.47 6.66
O -1.16 5.20 -6.61
C 0.68 1.11 -1.24
H -10.75 -4.21 1.95
O -4.34 -7.60 4.99
H 5.82 8.73 -5.16
O 9.86 -5.28 0.11
H 9.21 -4.18 1.47
O -5.73 1.94 -2.15
H -1.25 -2.29 -7.23
H -1.15 3.21 -6.70
C 10.66 2.95 -0.58
C 0.75 1.44 5.42
C -6.83 -5.39 -4.23
H 10.77 3.31 0.44
H 0.46 3.90 -7.01
H 6.76 8.34 -3.05
O 5.84 7.67 3.52
H 9.57 1.07 5.37
H 4.96 5.87 2.72
F 2.27 0.86 0.47
H 0.58 0.75 -2.27
H -9.51 1.89 3.51
H -0.78 3.89 -8.22
H -2.05 5.30 -6.98
```

calculated total energy	-64686.681	eV
lowest unoccupied orbital energy	-4.348	eV
F_max	0.117	Eh/bohr
orbital gap	1.90	eV
relative energy (zero: lowest compared OMol25 entry of this formula, charge and spin)	330.7	kcal per mole

Entry 7:
Computed, not measured: a molecular structure, C34H35Cl5N3PSTeY in a non-equilibrium geometry, with ωB97M-V/def2-TZVPD.

```
81
Properties=species:S:1:pos:R:3
C 0.62 5.26 0.85
C 0.29 4.91 -1.51
C -3.85 0.87 -0.33
Cl 5.04 3.37 -0.76
C 3.40 -0.27 -0.32
Y 1.12 -0.91 0.09
C -0.32 3.69 -1.24
H -5.86 0.25 -0.78
H 2.56 -1.09 -2.97
C 0.00 4.04 1.12
H -2.61 -2.37 -1.86
C 6.01 0.85 -0.42
C -0.20 0.97 2.85
C 1.68 -1.71 -3.18
N -1.16 -2.40 -0.33
H 0.39 5.25 -2.54
H -3.54 -0.15 -0.16
H -0.79 -4.29 0.53
C -0.68 -2.02 -2.69
C 2.25 -6.23 -0.11
H 1.73 0.36 2.78
C 5.83 -0.53 -0.25
N 1.04 0.73 2.14
H 1.12 0.83 -2.81
H 1.50 -1.73 -4.26
C -1.99 -2.01 0.82
S 1.96 -5.95 2.39
H -6.67 2.57 -1.14
H -0.62 -4.28 -1.21
C 3.64 1.07 -0.51
C -2.55 1.43 4.25
C 4.54 -1.05 -0.20
H 0.01 0.17 -4.03
C 0.24 0.20 -2.96
C -1.33 1.44 2.16
H -0.60 0.64 -2.44
C -2.96 1.93 -0.18
H 2.43 -6.66 -1.09
H -1.14 -1.74 -3.65
H -2.77 4.08 -0.25
H 1.43 1.59 1.76
C 2.28 -6.95 1.05
C -1.20 -3.88 -0.38
H 0.99 5.87 1.67
H 1.25 6.64 -0.67
H -0.13 3.73 2.15
Cl 7.58 1.53 -0.48
H -1.92 -0.81 -1.45
H 1.89 -2.72 -2.83
H -2.24 -4.20 -0.50
C -5.18 1.09 -0.67
C 0.77 5.69 -0.46
C -5.64 2.39 -0.87
C -3.43 3.23 -0.37
Cl 4.34 -2.76 0.02
C 4.89 1.67 -0.55
H -3.37 2.04 2.37
H -1.47 0.72 5.97
C -4.76 3.45 -0.72
Cl 7.20 -1.55 -0.12
H -1.87 -0.96 1.05
Te 1.30 -2.72 2.41
H 0.62 0.34 4.72
H -0.69 3.09 -2.07
N 0.51 -1.17 -2.46
H -3.47 1.62 4.80
H 1.89 -4.13 -0.68
H 2.48 -8.01 1.17
C -1.43 0.93 4.91
C -1.68 -1.86 -1.59
C 1.76 -4.54 1.45
C -0.26 0.71 4.21
C -2.49 1.68 2.89
H -3.05 -2.22 0.61
H -1.68 -2.57 1.69
C 1.95 -4.85 0.13
H -0.36 -3.05 -2.78
H -5.11 4.47 -0.86
C -0.46 3.25 0.07
P -1.22 1.61 0.34
Cl 2.22 2.09 -0.70
```

calculated total energy	-131365.690	eV
lowest unoccupied orbital energy	-2.268	eV
F_max	0.020	Eh/bohr
charge	+1
orbital gap	7.43	eV
relative energy (zero: lowest compared OMol25 entry of this formula, charge and spin)	16.2	kcal per mole

Entry 8:
Computed, not measured: 2 unconnected molecules or ions with the total composition C6H12N2 in a non-equilibrium geometry, with ωB97M-V/def2-TZVPD.

```
20
Properties=species:S:1:pos:R:3
H -2.49 2.99 0.72
H 2.34 -0.06 1.75
H 0.92 -0.84 -3.05
H -0.91 0.48 -0.12
C -1.21 1.53 -0.15
C 1.43 -1.06 0.08
N -0.21 -1.46 -1.29
N 1.75 -0.54 -1.15
H -1.10 -1.79 -1.65
H -3.19 1.37 0.63
C 0.13 -1.50 0.03
C 0.80 -0.88 -1.98
H -1.49 1.72 -1.19
H -0.50 -1.90 0.80
H -2.01 1.74 1.90
H 3.46 -1.04 0.78
C -2.27 1.93 0.87
C 2.45 -0.96 1.16
H -0.27 2.07 -0.04
H 2.37 -1.78 1.88
```

calculated total energy	-9396.474	eV
lowest unoccupied orbital energy	0.882	eV
F_max	0.032	Eh/bohr
orbital gap	9.44	eV
relative energy (zero: lowest compared OMol25 entry of this formula, charge and spin)	8.7	kcal per mole
SMILES	Cc1c[nH]cn1.CC

Entry 9:
Computed, not measured: a gas-phase ion, C9H15O2 (charge +1) in a non-equilibrium geometry, with ωB97M-V/def2-TZVPD.

```
26
Properties=species:S:1:pos:R:3
H -2.90 0.57 1.02
H 2.47 -0.71 1.13
H 0.27 0.81 -2.13
C -0.17 1.66 0.50
C 2.19 -0.84 0.05
H -0.44 2.29 -1.95
H 0.91 -1.87 -1.40
O 2.01 0.56 -0.38
C -0.24 -1.41 0.49
H 1.80 1.70 1.26
C 1.02 -1.79 -0.28
C -2.32 -0.31 1.10
H 0.04 -0.94 1.51
O -0.50 2.55 1.19
H -2.95 -1.13 1.24
H 1.47 2.52 -0.08
C 1.34 1.55 0.29
H -1.31 0.92 -2.55
H -1.79 -1.06 -0.90
C -1.42 -0.48 -0.10
H 1.33 -2.72 0.00
H 3.01 -1.10 -0.55
H -1.62 -0.41 2.00
C -0.61 1.22 -1.87
C -0.84 0.79 -0.47
H -0.74 -2.36 0.87
```

calculated total energy	-13660.156	eV
lowest unoccupied orbital energy	-6.426	eV
F_max	0.083	Eh/bohr
charge	+1
orbital gap	7.51	eV
relative energy (zero: lowest compared OMol25 entry of this formula, charge and spin)	51.9	kcal per mole

Entry 10:
Computed, not measured: a single C2H3N3S molecule in a non-equilibrium geometry, with ωB97M-V/def2-TZVPD.

```
9
Properties=species:S:1:pos:R:3
S -2.59 -0.22 0.00
N -0.07 0.98 -0.01
C -0.82 -0.17 -0.02
H -2.63 1.12 -0.02
N -0.13 -1.28 -0.03
N 1.15 -0.81 0.01
H 1.93 -1.41 0.03
H 2.03 1.24 0.06
C 1.14 0.55 -0.02
```

calculated total energy	-17427.708	eV
lowest unoccupied orbital energy	0.888	eV
F_max	0.041	Eh/bohr
orbital gap	9.79	eV
relative energy (zero: lowest compared OMol25 entry of this formula, charge and spin)	2.0	kcal per mole
SMILES	Sc1nc[nH]n1

Entry 11:
Computed, not measured: a single C5H6O molecule, with ωB97M-V/def2-TZVPD.

```
12
Properties=species:S:1:pos:R:3
O 1.60 0.08 1.47
H -0.15 -1.12 -1.82
H -1.52 0.78 -0.86
C 0.33 -0.18 -1.51
H 1.32 -0.41 -1.10
C -1.50 -1.07 1.34
C 0.47 -0.14 1.84
H 0.46 0.45 -2.40
C -0.52 0.56 -0.47
H -0.04 1.51 -0.23
C -0.66 -0.21 0.83
H 0.22 -0.25 2.91
```

calculated total energy	-7325.480	eV
lowest unoccupied orbital energy	-0.906	eV
F_max	0.014	Eh/bohr
orbital gap	9.47	eV
relative energy (zero: lowest compared OMol25 entry of this formula, charge and spin)	87.7	kcal per mole

Which of these has the highest F_max?
C19H62F3O17Y